Record 1
{
  "formula": "C4H2F2O",
  "method": "the ωB97M-V functional and the def2-TZVPD basis",
  "total_charge": 0,
  "homo_lumo_gap_ev": 10.135,
  "fmax_ev_per_a": 3.2,
  "homo_ev": -9.22,
  "spin_multiplicity": 1,
  "energy_ha": -428.54239,
  "e_lumo_ha": 0.03377,
  "de_lowest_ev": 0.312,
  "species": ["F", "C", "C", "O", "C", "F", "C", "H", "H"],
  "positions_angstrom": [[-2.21830, -0.48374, -0.03987], [-0.94947, -0.11320, 0.02123], [-0.50474, 1.13695, -0.03367], [0.82201, 1.10308, 0.02111], [1.17048, -0.19748, -0.04700], [2.50275, -0.42997, -0.03113], [0.14983, -1.02343, 0.00278], [-1.00425, 2.12635, -0.00976], [0.03169, -2.11856, 0.11631]],
  "forces_ev_per_angstrom": [[-0.5429, -0.2439, 0.1541], [-0.7313, -0.5861, -0.5267], [-1.9690, 1.9117, 0.6073], [2.4242, -0.4341, -0.7207], [3.0106, 0.9051, 0.6867], [-1.4782, 0.3922, -0.0446], [-1.7985, -1.9389, 0.2906], [0.5300, -1.0499, -0.0983], [0.5549, 1.0439, -0.3483]],
  "lowdin_charge": [0.09, -0.30, -0.07, 0.11, -0.33, 0.11, 0.08, 0.16, 0.15]
}

Record 2
{
  "formula": "C9H27ClI2OP3Pt",
  "method": "the ωB97M-V functional and the def2-TZVPD basis",
  "total_charge": 3,
  "homo_lumo_gap_ev": [6.947, 4.951],
  "fmax_ev_per_a": 5.1,
  "homo_ev": [-18.15, -19.09],
  "spin_multiplicity": 5,
  "energy_ha": -2632.20381,
  "e_lumo_ha": [-0.41167, -0.51957],
  "de_lowest_ev": 1.234,
  "species": ["I", "I", "Pt", "P", "C", "C", "H", "H", "H", "H", "H", "H", "C", "H", "H", "H", "P", "C", "C", "H", "H", "H", "C", "H", "H", "H", "H", "H", "H", "Cl", "C", "P", "C", "C", "O", "H", "H", "H", "H", "H", "H", "H", "H", "H"],
  "positions_angstrom": [[0.18599, 1.29280, 0.90618], [0.22708, -1.74639, 1.88883], [0.02900, 0.66654, -1.73008], [-2.14690, 0.15032, -1.04042], [-2.84109, 0.19885, 0.64751], [-3.03060, 1.43013, -1.97207], [-4.09398, 1.15281, -1.95022], [-3.88879, -1.27587, -1.79190], [-2.64292, 1.46187, -3.00015], [-2.34555, -1.66206, -2.65935], [-2.30261, 0.87182, 1.32938], [-2.85806, 2.39173, -1.47187], [-2.80049, -1.41258, -1.69442], [-3.87066, 0.56918, 0.54956], [-2.58244, -2.19593, -0.95766], [-2.80648, -0.80842, 1.07686], [2.31425, 0.17289, -1.12472], [3.15249, 0.23762, 0.51062], [2.92767, -1.40024, -1.76694], [2.70804, 1.41870, -3.11841], [4.18989, 1.21858, -2.13905], [2.95253, 2.40860, -1.65165], [3.11980, 1.43564, -2.11069], [2.45193, -1.63198, -2.72274], [4.01427, -1.29607, -1.88842], [4.21370, 0.45849, 0.31687], [3.03064, -0.73157, 1.01107], [2.71151, -2.17845, -1.02533], [2.72947, 1.03163, 1.14877], [0.02870, -0.43944, -3.73407], [-0.29313, 1.07194, 6.68589], [-0.37877, 0.28609, 5.04850], [1.22908, -0.54286, 4.90568], [-1.44456, -1.14547, 5.28783], [-0.77378, 1.25137, 3.97643], [0.57277, 0.66593, 7.22920], [-1.22266, 0.87275, 7.22469], [-0.13453, 2.16166, 6.56446], [1.60223, -0.68229, 5.91995], [1.08209, -1.51748, 4.41896], [1.91051, 0.06360, 4.30648], [-2.45915, -0.91700, 4.94175], [-1.02702, -1.96823, 4.70087], [-1.43959, -1.38929, 6.35880]],
  "forces_ev_per_angstrom": [[-0.1360, 0.8476, -0.8885], [-0.2500, -0.3285, -0.5116], [0.5351, -1.2170, 1.9744], [-1.7504, -0.4710, -1.3929], [0.4808, 0.1359, 0.1247], [0.3191, 0.1754, 0.2563], [0.1868, 0.2458, -0.1170], [0.2956, -0.1122, 0.0344], [-0.2970, 0.0412, 0.2280], [-0.2011, 0.0667, 0.2143], [-0.3945, -0.0236, -0.0688], [-0.2406, -0.0589, -0.2980], [0.5028, -0.0779, 0.2796], [0.1759, -0.1888, 0.0158], [-0.1171, -0.0102, -0.3279], [-0.1141, 0.2143, -0.0843], [1.5997, -0.6500, -1.1044], [-0.7080, 0.1880, 0.0638], [-0.5098, -0.1494, 0.1416], [0.0905, 0.0899, -0.1050], [0.0183, 0.0475, -0.0348], [0.0814, 0.1743, -0.1444], [-0.0944, 0.2861, 0.0709], [0.1576, -0.0615, 0.1266], [-0.1972, -0.0287, 0.0387], [-0.3173, -0.0627, 0.0029], [0.1123, 0.3117, -0.0918], [0.0599, -0.0121, -0.3139], [0.5589, -0.1732, -0.0295], [-0.0286, 0.8733, 0.9712], [0.0655, 1.8788, 0.7059], [1.4149, -4.1252, 2.6023], [0.1871, 0.4595, -0.4259], [-0.7416, 0.3407, -0.2343], [-0.5578, 1.5987, -1.7601], [-0.3078, -0.1014, -0.3866], [0.0087, 0.1102, -0.2077], [-0.1899, -0.5180, 0.1528], [0.1780, 0.0102, -0.1337], [0.0937, 0.4921, 0.3471], [0.2335, -0.1070, 0.2152], [0.0536, -0.1912, 0.2776], [-0.1749, 0.1068, 0.1208], [-0.0816, -0.0261, -0.3039]],
  "lowdin_charge": [0.82, 0.51, 0.33, 0.59, -0.29, -0.23, 0.08, 0.09, 0.06, 0.04, -0.04, 0.07, -0.21, 0.09, 0.06, 0.04, 0.58, -0.30, -0.21, 0.06, 0.08, 0.07, -0.24, 0.04, 0.09, 0.09, 0.02, 0.06, -0.03, 0.07, -0.07, 0.65, -0.21, -0.15, -0.20, 0.09, 0.09, 0.09, 0.08, -0.04, 0.06, 0.08, 0.02, 0.09]
}